[1]
The following is a quantum chemistry calculation of a structure of composition C25H40KN3OPS, from the OMol25 dataset.

## Properties
Maximum force (hartree/bohr): 0.0022
Net charge: +1
LUMO level (eV): -2.50
Relative energy (zero: lowest compared OMol25 entry of this formula, charge and spin) (kJ/mol): 0.0
HOMO-LUMO gap (eV): 7.763

Positions of all 72 atoms, in Å:
1 K 1.390 -0.060 -1.388
2 N -1.401 3.134 0.242
3 C -2.524 3.535 -0.525
4 C -3.457 4.416 -0.006
5 C -4.551 4.790 -0.775
6 C -4.688 4.316 -2.070
7 C -3.731 3.461 -2.598
8 C -2.665 3.046 -1.816
9 S -1.464 1.902 -2.420
10 N -0.074 2.329 -1.533
11 C -0.205 2.826 -0.362
12 C 1.032 3.076 0.442
13 C 1.152 4.226 1.210
14 C 2.322 4.432 1.924
15 C 3.321 3.480 1.850
16 C 3.110 2.363 1.054
17 N 1.996 2.156 0.357
18 H -1.342 3.540 1.162
19 H -3.338 4.803 1.000
20 H -5.288 5.463 -0.360
21 H -5.533 4.616 -2.673
22 H -3.820 3.100 -3.615
23 H 0.362 4.966 1.222
24 H 2.452 5.325 2.521
25 H 4.250 3.594 2.390
26 H 3.874 1.597 0.975
27 C -0.220 -4.560 0.187
28 C -1.332 -3.515 0.317
29 C -2.462 -4.029 1.210
30 P -0.544 -1.877 0.682
31 C 0.482 -2.091 2.218
32 C -0.075 -2.852 3.421
33 C 1.007 -0.709 2.623
34 C -1.911 -0.683 1.087
35 C -2.634 -0.773 2.431
36 C -2.917 -0.692 -0.068
37 H -0.618 -5.481 -0.243
38 H 0.205 -4.812 1.160
39 H 0.595 -4.216 -0.454
40 H -1.751 -3.361 -0.683
41 H -2.167 -4.116 2.254
42 H -2.765 -5.023 0.872
43 H -3.343 -3.391 1.165
44 H 1.344 -2.659 1.850
45 H -1.004 -2.427 3.795
46 H 0.651 -2.822 4.238
47 H -0.254 -3.900 3.190
48 H 0.205 -0.060 2.978
49 H 1.491 -0.210 1.780
50 H 1.740 -0.799 3.427
51 H -1.402 0.289 1.057
52 H -3.091 -1.748 2.591
53 H -3.432 -0.027 2.463
54 H -1.970 -0.573 3.271
55 H -3.537 -1.590 -0.044
56 H -2.431 -0.643 -1.044
57 H -3.585 0.169 0.008
58 C 1.841 -2.960 -3.453
59 C 3.145 -2.258 -3.744
60 O 3.420 -1.341 -2.688
61 C 4.679 -0.695 -2.845
62 C 4.886 0.251 -1.685
63 H 1.646 -3.720 -4.210
64 H 0.995 -2.268 -3.469
65 H 1.877 -3.450 -2.480
66 H 3.094 -1.708 -4.691
67 H 3.963 -2.981 -3.824
68 H 4.694 -0.153 -3.798
69 H 5.470 -1.451 -2.880
70 H 4.121 1.031 -1.672
71 H 5.854 0.744 -1.769
72 H 4.862 -0.292 -0.738

Forces on atoms 1 to 6 (eV/Å):
K 0.045 -0.061 0.008
N 0.019 0.058 -0.029
C -0.033 0.007 0.039
C 0.001 -0.011 -0.014
C -0.002 0.007 0.007
C -0.014 0.006 0.005

Here are the Löwdin charges for atoms 1 to 5, given in e: 0.668 0.125 -0.249 -0.018 -0.069


[2]
The following is a quantum chemistry calculation of a cluster of 2 separate species, C25H40N2O2 in total, from the OMol25 dataset.

## Properties
Maximum force (hartree/bohr): 0.1067
Net charge: 0
LUMO level (eV): -1.87
Relative energy (zero: lowest compared OMol25 entry of this formula, charge and spin) (kJ/mol): 614.5
HOMO-LUMO gap (eV): 2.598

Positions of all 69 atoms, in Å:
1 C -4.115 -5.273 -6.501
2 O -3.245 -4.109 -6.409
3 C -1.882 -4.468 -6.770
4 C -0.858 -4.394 -5.501
5 C -1.360 -5.566 -4.479
6 C -0.401 -5.632 -3.154
7 C -0.644 -4.254 -2.357
8 C -0.321 -4.333 -0.772
9 C -0.346 -2.790 -0.247
10 C 0.963 -1.964 -0.545
11 C 1.097 -0.432 -0.148
12 C -0.117 0.228 0.566
13 C -1.420 -0.618 0.887
14 C -2.619 0.025 1.642
15 N -3.840 -0.727 1.908
16 C -4.040 -2.130 1.497
17 C -2.916 -2.950 0.764
18 C -1.574 -2.147 0.464
19 H -5.217 -4.988 -6.386
20 H -3.816 -6.003 -5.667
21 H -3.987 -5.855 -7.495
22 H -1.866 -5.543 -7.173
23 H -1.531 -3.737 -7.582
24 H -0.938 -3.346 -5.049
25 H 0.202 -4.648 -5.884
26 H -1.435 -6.571 -5.021
27 H -2.431 -5.254 -4.153
28 H -0.560 -6.583 -2.538
29 H 0.678 -5.647 -3.576
30 H -0.015 -3.406 -2.813
31 H -1.755 -3.958 -2.524
32 H -1.158 -4.947 -0.252
33 H 0.731 -4.769 -0.553
34 H 1.873 -2.420 -1.086
35 H 2.051 0.152 -0.407
36 H -0.061 1.356 0.864
37 H -2.491 1.124 1.978
38 H -4.587 -0.220 2.411
39 H -5.059 -2.607 1.737
40 H -3.093 -4.037 0.455
41 C 2.914 6.009 1.356
42 C 2.934 4.631 2.050
43 C 3.786 4.711 3.337
44 C 3.162 5.501 4.483
45 C 1.636 5.502 4.464
46 C 0.996 4.322 3.698
47 N 1.520 4.325 2.328
48 O 0.999 3.329 1.551
49 C -0.522 4.608 3.652
50 C 1.212 3.013 4.483
51 C 3.678 3.654 1.111
52 H 2.348 5.970 0.421
53 H 3.928 6.348 1.112
54 H 2.455 6.777 1.984
55 H 3.994 3.697 3.696
56 H 4.772 5.140 3.113
57 H 3.521 5.087 5.432
58 H 3.517 6.537 4.457
59 H 1.266 5.538 5.495
60 H 1.304 6.443 4.009
61 H -0.734 5.506 3.063
62 H -0.920 4.774 4.659
63 H -1.084 3.777 3.215
64 H 0.785 3.096 5.490
65 H 2.268 2.757 4.604
66 H 0.722 2.165 3.999
67 H 4.702 4.000 0.926
68 H 3.196 3.573 0.134
69 H 3.747 2.653 1.547

Forces on atoms 1 to 6 (eV/Å):
C 0.086 -0.864 0.187
O 0.149 -1.491 -0.606
C 1.053 0.174 0.232
C -1.377 -1.355 -0.649
C 0.170 0.966 0.667
C -0.062 0.802 -1.455

Here are the Löwdin charges for atoms 1 to 5, given in e: -0.128 -0.235 -0.232 -0.156 -0.217


[3]
The following is a quantum chemistry calculation of a structure of composition C25H40N3O7PSiSr, from the OMol25 dataset.

## Properties
Maximum force (hartree/bohr): 0.0096
Net charge: 0
LUMO level (eV): -1.05
Relative energy (zero: lowest compared OMol25 entry of this formula, charge and spin) (kJ/mol): 0.0
HOMO-LUMO gap (eV): 6.152

Positions of all 78 atoms, in Å:
1 Sr -0.222 -0.404 -0.203
2 C -3.700 1.140 0.386
3 C -2.893 0.175 1.224
4 C -2.086 0.645 2.271
5 C -2.105 2.104 2.658
6 C -1.285 -0.251 2.995
7 C -0.391 0.239 4.107
8 C -1.326 -1.618 2.699
9 C -0.518 -2.602 3.509
10 C -2.151 -2.093 1.666
11 C -2.141 -3.567 1.341
12 C -2.954 -1.203 0.940
13 C -3.887 -1.724 -0.126
14 H -4.741 1.186 0.718
15 H -3.711 0.847 -0.664
16 H -3.296 2.147 0.433
17 H -1.974 2.219 3.732
18 H -3.052 2.574 2.406
19 H -1.297 2.662 2.178
20 H -0.863 0.101 5.084
21 H -0.143 1.290 3.996
22 H 0.548 -0.312 4.124
23 H -0.323 -2.233 4.513
24 H 0.450 -2.820 3.046
25 H -1.043 -3.549 3.603
26 H -2.703 -4.146 2.080
27 H -1.124 -3.957 1.330
28 H -2.562 -3.769 0.364
29 H -4.682 -1.018 -0.349
30 H -4.366 -2.647 0.199
31 H -3.347 -1.941 -1.052
32 O 7.691 0.274 2.344
33 N 6.684 0.840 2.721
34 O 6.609 1.529 3.721
35 C 5.474 0.666 1.926
36 C 4.311 1.279 2.329
37 C 3.164 1.094 1.576
38 C 3.125 0.337 0.353
39 O 2.147 0.281 -0.429
40 C 4.377 -0.308 0.062
41 C 5.521 -0.136 0.784
42 N 4.427 -1.212 -1.089
43 O 3.517 -2.007 -1.209
44 O 5.389 -1.129 -1.827
45 N 1.956 1.726 2.056
46 O 0.873 1.271 1.686
47 O 2.037 2.654 2.832
48 H 4.287 1.887 3.221
49 H 6.441 -0.617 0.484
50 C -1.972 3.568 -1.794
51 P -0.469 2.559 -1.507
52 C 0.526 3.710 -0.491
53 C 0.350 2.750 -3.129
54 H -1.693 4.521 -2.249
55 H -2.491 3.768 -0.856
56 H -2.660 3.047 -2.460
57 H 0.543 4.702 -0.949
58 H 1.547 3.337 -0.410
59 H 0.114 3.783 0.516
60 H 0.416 3.807 -3.394
61 H -0.212 2.218 -3.897
62 H 1.354 2.327 -3.091
63 C -0.685 -3.244 -4.732
64 Si -0.598 -1.951 -3.357
65 C 0.942 -0.894 -3.662
66 C -2.096 -0.801 -3.617
67 C -0.541 -2.542 -1.628
68 H -0.723 -2.790 -5.725
69 H -1.568 -3.877 -4.617
70 H 0.192 -3.894 -4.694
71 H 1.053 -0.605 -4.710
72 H 1.835 -1.445 -3.360
73 H 0.930 0.031 -3.076
74 H -2.127 -0.394 -4.630
75 H -2.080 0.055 -2.928
76 H -3.036 -1.335 -3.451
77 H 0.384 -3.115 -1.470
78 H -1.377 -3.201 -1.384

Forces on atoms 1 to 6 (eV/Å):
Sr 0.297 0.244 0.308
C -0.031 0.049 0.002
C -0.014 -0.105 -0.119
C 0.013 0.054 0.017
C -0.027 0.036 0.037
C 0.007 -0.022 0.020

Here are the Löwdin charges for atoms 1 to 5, given in e: 1.322 -0.042 -0.229 -0.207 -0.025


[4]
The following is a quantum chemistry calculation of a cluster of 3 separate species, C25H41Br2ClNO12S2 in total, from the OMol25 dataset.

## Properties
Maximum force (hartree/bohr): 0.0552
Net charge: +1
LUMO level (eV): -4.36
HOMO-LUMO gap (eV): 8.081

Positions of all 84 atoms, in Å:
1 C 1.197 0.760 2.706
2 C 2.013 -0.556 3.011
3 O 3.129 -0.522 3.412
4 O 1.333 -1.803 2.728
5 C 0.921 -1.811 1.398
6 O 1.674 -1.400 0.552
7 C -0.513 -2.410 1.056
8 N -0.407 -3.065 -0.254
9 C -0.690 -2.314 -1.404
10 C -1.118 -0.812 -1.380
11 C -0.655 0.043 -2.634
12 C -1.956 0.535 -3.407
13 C -1.773 0.708 -4.957
14 O -1.235 1.664 -5.439
15 O -2.325 -0.306 -5.775
16 C -0.586 -2.952 -2.728
17 C -0.148 -4.350 -2.857
18 Cl -0.029 -4.997 -4.510
19 C 0.184 -5.097 -1.629
20 C 0.693 -6.567 -1.790
21 Br -0.459 -7.896 -0.839
22 C 2.242 -6.763 -1.407
23 C 2.881 -7.933 -2.304
24 Br 3.180 -5.087 -1.868
25 C 0.015 -4.400 -0.328
26 C 0.369 -5.198 0.979
27 C -0.942 -5.645 1.774
28 C -0.661 -5.904 3.314
29 O 0.686 -6.314 3.579
30 H 1.420 1.013 1.630
31 H 0.104 0.470 2.781
32 H 1.439 1.610 3.407
33 H -1.218 -1.544 1.093
34 H -0.775 -3.089 1.904
35 H -2.244 -0.774 -1.276
36 H -0.681 -0.332 -0.464
37 H 0.119 -0.442 -3.279
38 H -0.171 0.976 -2.219
39 H -2.197 1.564 -3.006
40 H -2.850 -0.125 -3.241
41 H -1.895 -1.144 -5.521
42 H -0.828 -2.372 -3.647
43 H 0.632 -6.884 -2.870
44 H 2.382 -7.094 -0.345
45 H 2.182 -8.284 -3.110
46 H 3.856 -7.585 -2.740
47 H 3.081 -8.812 -1.627
48 H 0.963 -6.118 0.775
49 H 0.955 -4.558 1.701
50 H -1.746 -4.847 1.741
51 H -1.418 -6.571 1.369
52 H -1.331 -6.769 3.617
53 H -1.010 -5.030 3.943
54 H 0.667 -6.707 4.472
55 O -2.802 5.875 -1.434
56 S -1.649 6.512 -2.004
57 O -1.768 7.529 -3.005
58 O -0.639 5.377 -2.533
59 C -1.137 4.397 -3.452
60 C -1.278 4.955 -4.854
61 C -0.628 7.125 -0.699
62 H -2.086 3.986 -3.093
63 H -0.414 3.580 -3.462
64 H -2.058 5.716 -4.901
65 H -1.538 4.162 -5.557
66 H -0.348 5.426 -5.176
67 H -0.498 6.342 0.046
68 H -1.133 7.983 -0.258
69 H 0.330 7.430 -1.115
70 O 1.380 3.889 3.971
71 S 1.267 4.904 4.984
72 O 0.278 4.827 6.016
73 O 1.168 6.340 4.270
74 C 0.147 6.545 3.286
75 C -1.218 6.739 3.920
76 C 2.847 5.141 5.736
77 H 0.135 5.718 2.570
78 H 0.420 7.445 2.735
79 H -1.560 5.825 4.407
80 H -1.956 7.016 3.166
81 H -1.180 7.517 4.685
82 H 3.599 5.242 4.956
83 H 3.056 4.266 6.351
84 H 2.809 6.033 6.359

Forces on atoms 1 to 6 (eV/Å):
C -0.678 -1.391 -0.215
C 0.788 2.269 0.023
O -0.939 -0.913 -0.049
O -1.275 0.577 -1.203
C 1.108 -0.023 0.133
O -1.243 -0.335 0.158

Here are the Löwdin charges for atoms 1 to 5, given in e: 0.032 -0.413 0.182 0.068 -0.408


[5]
The following is a quantum chemistry calculation of a structure of composition C25H41Cl3DyN3O3SSi, from the OMol25 dataset.

## Properties
Maximum force (hartree/bohr): 0.0378
Net charge: 0
2S+1: 6
LUMO level (alpha / beta) (eV): 0.07 / 0.07
Relative energy (zero: lowest compared OMol25 entry of this formula, charge and spin) (kJ/mol): 0.0
HOMO-LUMO gap (alpha / beta) (eV): 8.074 / 8.062
⟨S²⟩: 9.330

Positions of all 78 atoms, in Å:
1 C -2.494 3.805 -0.889
2 C -1.356 4.772 -0.801
3 H -3.329 4.120 -0.255
4 H -2.174 2.803 -0.570
5 H -2.871 3.714 -1.921
6 C -1.449 6.039 -0.373
7 C -2.725 6.721 -0.017
8 H -0.545 6.641 -0.273
9 H -3.404 6.079 0.555
10 H -3.261 7.065 -0.911
11 H -2.517 7.610 0.584
12 Dy -0.845 -3.529 0.095
13 Cl -0.754 -4.788 -2.110
14 Cl -2.000 -1.348 -0.472
15 C 1.689 -2.577 -1.315
16 O 1.343 -2.886 -0.125
17 N 2.873 -2.072 -1.593
18 C 3.814 -1.801 -0.502
19 C 3.175 -1.560 -2.928
20 H 0.972 -2.721 -2.145
21 H 3.545 -2.444 0.341
22 H 3.759 -0.743 -0.198
23 H 4.832 -2.016 -0.843
24 H 2.382 -1.913 -3.596
25 H 4.144 -1.937 -3.276
26 H 3.199 -0.460 -2.938
27 H -4.229 -1.837 3.036
28 H -1.918 -0.401 2.344
29 C -3.595 -2.327 3.792
30 C -1.668 -0.814 3.334
31 N -2.176 -2.173 3.480
32 H -3.837 -3.393 3.827
33 C -1.427 -3.188 3.074
34 O -0.385 -3.066 2.355
35 H -0.580 -0.844 3.454
36 H -1.800 -4.188 3.331
37 H -3.804 -1.862 4.764
38 H -2.119 -0.199 4.117
39 O 0.441 3.382 -0.085
40 C -0.006 4.172 -1.176
41 C 1.874 5.874 -0.725
42 C 1.021 5.214 -1.617
43 H 1.856 5.606 0.338
44 C 2.717 6.877 -1.217
45 H -0.208 3.520 -2.038
46 C 1.021 5.528 -2.982
47 H 3.382 7.392 -0.519
48 C 2.684 7.223 -2.570
49 C 1.840 6.546 -3.458
50 H 0.329 4.975 -3.625
51 H 3.314 8.030 -2.936
52 H 1.796 6.806 -4.518
53 Si 1.413 2.043 0.185
54 Cl -3.097 -4.513 1.066
55 C 2.330 2.439 1.770
56 C 2.657 1.989 -1.221
57 C 0.334 0.567 0.349
58 H 2.755 3.453 1.740
59 H 3.152 1.725 1.931
60 H 1.651 2.380 2.634
61 H -0.427 0.739 1.120
62 H 0.862 -0.358 0.609
63 H -0.195 0.381 -0.591
64 H 3.140 2.972 -1.350
65 H 2.177 1.730 -2.176
66 H 3.453 1.254 -1.030
67 S 0.424 -6.274 1.095
68 C -0.765 -7.423 0.806
69 N -1.663 -7.737 1.809
70 C -2.645 -8.677 1.659
71 C -2.775 -9.349 0.455
72 C -1.862 -9.079 -0.576
73 C -0.881 -8.121 -0.407
74 H -1.599 -7.204 2.669
75 H -3.270 -8.847 2.531
76 H -3.576 -10.069 0.330
77 H -1.930 -9.619 -1.518
78 H -0.188 -7.827 -1.190

Forces on atoms 1 to 6 (eV/Å):
C -0.312 -0.063 -0.045
C 0.563 0.596 0.338
H 0.087 -0.152 -0.155
H -0.052 0.227 -0.048
H 0.110 0.031 0.250
C 0.117 -0.675 -0.289

Here are the Löwdin charges for atoms 1 to 5, given in e: -0.034 -0.234 0.070 0.083 0.094


[6]
The following is a quantum chemistry calculation of a structure of composition C25H41Cl3IrN3O3Si, from the OMol25 dataset.

## Properties
Maximum force (hartree/bohr): 0.0796
Net charge: 0
2S+1: 5
LUMO level (alpha / beta) (eV): 0.20 / -0.87
Relative energy (zero: lowest compared OMol25 entry of this formula, charge and spin) (kJ/mol): 0.0
HOMO-LUMO gap (alpha / beta) (eV): 5.639 / 6.909
⟨S²⟩: 6.013

Positions of all 77 atoms, in Å:
1 C 2.766 -2.547 -2.593
2 C 2.161 -1.684 -3.653
3 H 2.605 -3.613 -2.815
4 H 2.334 -2.296 -1.615
5 H 3.856 -2.388 -2.527
6 C 2.000 -2.084 -4.928
7 C 2.311 -3.440 -5.460
8 H 1.656 -1.376 -5.681
9 H 1.922 -4.237 -4.810
10 H 3.388 -3.612 -5.622
11 H 1.812 -3.530 -6.433
12 Ir 0.667 -0.188 3.588
13 Cl 2.366 1.095 4.400
14 Cl 1.919 -0.678 1.688
15 C 0.368 2.437 2.199
16 O -0.265 1.472 2.754
17 N -0.355 3.432 1.699
18 C -1.804 3.276 1.622
19 C 0.222 4.622 1.084
20 H 1.467 2.449 2.122
21 H -2.236 2.932 2.572
22 H -2.069 2.562 0.827
23 H -2.208 4.252 1.355
24 H 1.147 4.892 1.608
25 H -0.511 5.428 1.169
26 H 0.440 4.456 0.016
27 H -0.010 -4.910 3.366
28 H 0.074 -3.374 0.745
29 C -1.071 -4.670 3.207
30 C -0.990 -3.525 0.993
31 N -1.225 -3.438 2.435
32 H -1.530 -4.516 4.189
33 C -1.340 -2.295 3.110
34 O -0.989 -1.147 2.690
35 H -1.617 -2.800 0.464
36 H -1.782 -2.383 4.119
37 H -1.564 -5.504 2.694
38 H -1.275 -4.538 0.682
39 O 0.730 -0.528 -2.134
40 C 1.686 -0.316 -3.180
41 C -0.008 0.318 -5.002
42 C 1.207 0.556 -4.345
43 H -0.659 -0.495 -4.665
44 C -0.353 1.096 -6.115
45 H 2.552 0.175 -2.702
46 C 2.061 1.576 -4.787
47 H -1.304 0.910 -6.619
48 C 0.524 2.077 -6.584
49 C 1.730 2.313 -5.923
50 H 2.990 1.745 -4.239
51 H 0.257 2.669 -7.459
52 H 2.426 3.062 -6.296
53 Si -0.549 0.457 -1.633
54 Cl 1.333 -2.290 4.309
55 C -2.152 0.008 -2.484
56 C -0.147 2.263 -1.925
57 C -0.748 -0.010 0.125
58 H -2.216 0.367 -3.517
59 H -2.980 0.457 -1.914
60 H -2.290 -1.082 -2.475
61 H -0.431 -1.035 0.320
62 H -1.737 0.174 0.553
63 H -0.018 0.607 0.639
64 H 0.074 2.489 -2.976
65 H 0.713 2.593 -1.333
66 H -1.025 2.853 -1.633
67 C -1.877 1.086 7.630
68 C -1.357 2.045 6.765
69 C -0.688 1.646 5.612
70 N -0.512 0.346 5.286
71 C -1.049 -0.585 6.099
72 C -1.740 -0.253 7.265
73 H -2.383 1.375 8.549
74 H -1.430 3.114 6.935
75 H -0.254 2.375 4.935
76 H -0.871 -1.618 5.807
77 H -2.148 -1.071 7.855

Forces on atoms 1 to 6 (eV/Å):
C 0.017 -0.249 0.310
C -0.507 -0.030 -0.926
H 0.069 0.322 0.197
H 0.139 -0.199 -0.219
H -0.300 -0.008 -0.045
C 0.330 0.593 0.697

Here are the Löwdin charges for atoms 1 to 5, given in e: -0.035 -0.228 0.074 0.075 0.095